1.
C9H13NO3 | ωB97M-V/def2-TZVPD

```
26
Properties=species:S:1:pos:R:3
O -1.36256 -3.50620 -0.13622
C -1.42103 -2.75646 -1.08373
N -1.45096 -3.18835 -2.37706
O -2.11527 -2.23371 -3.20823
C -2.46379 -1.20596 -2.36991
O -3.22607 -0.26634 -2.63663
C -1.93421 -1.32958 -0.92858
C -0.85942 -0.23190 -0.59204
C 0.28018 -0.08726 -1.57304
C 1.28200 0.98175 -1.18345
C 1.74209 0.81769 0.30799
C 0.55259 0.69401 1.23780
C -0.35341 -0.43447 0.83869
H -1.65691 -4.19868 -2.44452
H -2.74033 -1.30920 -0.20640
H -1.34359 0.73992 -0.67026
H 0.79254 -1.03541 -1.67166
H -0.11738 0.20958 -2.56400
H 0.80560 1.96836 -1.24826
H 2.13818 0.94057 -1.83961
H 2.26212 -0.14844 0.37887
H 2.42759 1.62792 0.62513
H 0.00491 1.64932 1.21611
H 0.85951 0.56625 2.28350
H -1.19984 -0.48253 1.50108
H 0.20031 -1.37853 0.91336
```

lowest unoccupied orbital energy: 0.57 eV
highest occupied orbital energy: -10.0 eV
SMILES: O=C1NOC(=O)[C@@H]1C1CCCCC1
gap between HOMO and LUMO: 10.59 eV

2.
C9H13NOP | ωB97M-V/def2-TZVPD

```
25
Properties=species:S:1:pos:R:3
C 3.14042 -1.24641 0.07481
C 1.94460 -1.88712 -0.30713
C 3.05255 0.02876 0.58553
C 0.73447 -1.17110 -0.30990
C 1.87370 0.74834 0.63531
C 0.69227 0.14238 0.19223
C -1.65174 2.57669 -0.85942
C -0.79821 2.16379 0.40919
C -0.57718 0.74422 0.32878
N -2.04178 -2.51850 0.25085
O -3.34191 0.28754 0.18990
P -2.09723 -0.30113 -0.31267
H 4.03937 -1.88356 0.25635
H 1.98244 -2.82014 -0.84365
H 4.08995 0.58045 0.93643
H -0.17454 -1.59193 -0.88094
H 1.94296 1.85231 0.82676
H -0.93985 2.68741 -1.65365
H -2.38096 1.81405 -1.10169
H -2.24010 3.43748 -0.64202
H 0.13060 2.56869 0.11443
H -1.39160 2.34115 1.28565
H -2.16838 -3.00477 -0.59828
H -1.09455 -2.91797 0.47313
H -2.72529 -2.63064 0.95000
```

<S²>: 2.04
lowest unoccupied orbital energy (alpha / beta): -4.15 / -6.73 eV
highest occupied orbital energy (alpha / beta): -11.6 / -13.3 eV
total charge: +1
gap between HOMO and LUMO (alpha / beta): 7.41 / 6.57 eV
multiplicity: 3

3.
C9H13NPS | ωB97M-V/def2-TZVPD

```
25
Properties=species:S:1:pos:R:3
C 3.31883 -2.41132 -0.45427
C 2.87853 2.10980 -0.23706
C 2.39784 -1.71850 -0.08172
C 1.96224 1.38066 -0.37004
C -0.10481 -1.59320 0.22654
C 1.23320 -0.88589 0.30848
C 0.91745 0.36381 -0.60298
C -0.82390 1.91918 -0.86695
C -2.35176 0.18863 1.79533
N -0.42246 0.79492 -0.11479
P -1.43917 -0.37516 0.25895
S -2.97439 -0.69000 -1.21657
H 4.15953 -3.13647 -0.39956
H 3.64667 2.85128 -0.45194
H -0.17899 -1.97639 -0.81112
H -0.22073 -2.58107 0.85167
H 1.42492 -0.58099 1.35864
H 1.00744 0.01537 -1.61767
H -0.69838 1.69570 -1.90156
H -1.85476 2.17790 -0.68204
H -0.28345 2.92629 -0.72906
H -2.98423 0.99923 1.30899
H -1.84472 0.70882 2.59337
H -3.06340 -0.45522 2.28819
H -3.70151 -1.72737 -0.45285
```

lowest unoccupied orbital energy: -3.45 eV
highest occupied orbital energy: -13.4 eV
total charge: +1
gap between HOMO and LUMO: 9.94 eV

4.
C9H13NS | ωB97M-V/def2-TZVPD

```
24
Properties=species:S:1:pos:R:3
C 0.60798 2.74259 0.37980
C 1.56423 1.84544 0.16594
C -0.72774 2.16201 0.49952
C 0.13873 -1.61423 -1.48009
C 0.81674 -0.22637 -1.24158
C -1.10065 -1.72827 -0.63729
C 1.25152 0.30867 0.14284
C 0.04147 0.06822 1.11400
C -0.83187 -1.72376 0.84400
N -0.95030 0.98450 0.91613
S -2.40335 -1.48767 1.67073
H 0.98757 3.75158 0.32521
H 2.59842 1.89401 -0.02041
H -1.45839 2.89314 0.24557
H -0.02662 -1.65179 -2.56476
H 0.95675 -2.36586 -1.28035
H 1.70741 0.03012 -1.83449
H 0.00126 0.60811 -1.53808
H -1.62306 -0.83678 -1.05716
H -1.74949 -2.60451 -0.64649
H 2.08618 -0.41435 0.55880
H 0.39699 0.03157 2.23196
H -0.13312 -2.44747 1.07501
H -2.15068 -0.21888 2.13120
```

lowest unoccupied orbital energy: 0.23 eV
highest occupied orbital energy: -8.4 eV
gap between HOMO and LUMO: 8.62 eV

5.
C9H13O3 | ωB97M-V/def2-TZVPD

```
25
Properties=species:S:1:pos:R:3
C -0.74442 -2.13916 2.20043
C -0.17791 -1.70408 0.86255
C -0.76040 -0.36427 0.37867
C -0.50180 0.72378 1.38313
C 0.34835 1.71846 1.17368
C 1.05210 1.85674 -0.07320
C 0.79122 1.09573 -1.13755
C -0.22873 -0.02532 -1.06782
O 0.24823 -1.22234 -1.68239
C 1.50690 1.36603 -2.40896
O -2.18775 -0.51298 0.25281
O -2.74724 0.66960 -0.05773
H -0.37469 -3.11984 2.50526
H -0.48268 -1.43067 2.98714
H -1.83389 -2.18771 2.15718
H 0.91462 -1.62437 0.89932
H -0.40174 -2.45377 0.09335
H -1.10501 0.69941 2.27195
H 0.48890 2.47325 1.93130
H 1.78424 2.64083 -0.16564
H -1.12624 0.28034 -1.63168
H 0.44263 -1.08237 -2.63362
H 1.13693 0.75656 -3.23107
H 1.38288 2.40782 -2.70536
H 2.57549 1.17831 -2.30172
```

<S²>: 0.75
lowest unoccupied orbital energy (alpha / beta): 0.60 / -0.75 eV
highest occupied orbital energy (alpha / beta): -8.5 / -8.5 eV
gap between HOMO and LUMO (alpha / beta): 9.09 / 7.73 eV
multiplicity: 2

6.
C9H13O3 | ωB97M-V/def2-TZVPD

```
25
Properties=species:S:1:pos:R:3
O 1.17634 2.66394 -1.81840
O 2.03378 3.50810 -2.19024
C -1.60856 1.41891 -1.98733
C -1.86474 0.18926 -1.10585
C -0.61136 -0.41216 -0.53366
C -0.02193 -1.52698 -1.08935
C 1.10858 -2.14450 -0.52475
C 1.57365 -1.70912 0.73120
C 1.00847 -0.65230 1.39258
C -0.18813 0.06968 0.83333
O -1.31428 -0.19979 1.69764
C 1.45613 -0.27727 2.76480
H -2.53329 1.82080 -2.38631
H -1.13269 2.20518 -1.40824
H -0.96631 1.16998 -2.82991
H -2.52590 0.45003 -0.26690
H -2.34855 -0.58475 -1.71789
H -0.46354 -1.93219 -2.02310
H 1.54824 -3.00323 -1.01348
H 2.40435 -2.25165 1.19946
H 0.07707 1.15460 0.75138
H -1.59457 0.61393 2.12481
H 0.84758 0.53447 3.18701
H 1.42622 -1.14489 3.44676
H 2.51344 0.03996 2.76646
```

<S²>: 3.81
lowest unoccupied orbital energy (alpha / beta): 0.76 / -1.07 eV
highest occupied orbital energy (alpha / beta): -6.9 / -8.7 eV
gap between HOMO and LUMO (alpha / beta): 7.66 / 7.68 eV
multiplicity: 4

7.
C9H13OP | ωB97M-V/def2-TZVPD

```
24
Properties=species:S:1:pos:R:3
O 1.39933 -1.50153 -1.00354
P 0.88556 -0.58347 0.31184
C 2.53772 0.31106 0.51918
C 2.95969 0.70417 1.79678
C 3.94502 1.67074 1.84152
C 4.62820 2.07912 0.65084
C 4.29613 1.53047 -0.53508
C 3.22019 0.73191 -0.63066
H 1.11783 -2.51608 -0.89728
H 0.34832 0.41824 -0.52937
H 2.72908 0.37613 2.73524
H 4.21424 2.06874 2.79286
H 5.45267 2.72067 0.77185
H 4.86828 1.56873 -1.55845
H 2.85809 0.47727 -1.62036
C -4.21154 -1.09655 -0.41403
C -3.88725 -2.24965 -0.94594
C -3.17398 -3.36972 -0.26367
H -3.73611 -1.07055 0.57784
H -4.76174 -0.38717 -1.01468
H -4.34834 -2.45595 -2.00391
H -2.05118 -3.45061 -0.69216
H -3.20308 -3.14481 0.76601
H -3.56195 -4.35629 -0.57993
```

lowest unoccupied orbital energy: 0.55 eV
highest occupied orbital energy: -8.9 eV
SMILES: OPc1ccccc1.C=CC
gap between HOMO and LUMO: 9.49 eV

8.
C9H14 | ωB97M-V/def2-TZVPD

```
23
Properties=species:S:1:pos:R:3
C -0.01119 1.75334 -0.26164
C 2.71574 -0.49473 -1.71200
C 2.48722 -1.64951 -0.97826
C 1.94604 0.68421 -1.37283
C 0.85271 0.53929 -0.49879
C 1.52344 -1.75354 0.02535
C 0.63284 -0.62030 0.20626
H 3.64104 -0.38075 -2.26279
H 3.28870 -2.38676 -1.01024
H 2.08672 1.61923 -1.90353
H 1.42741 -2.67494 0.58603
H 0.29069 2.27303 0.65030
H -1.04106 1.44056 -0.07092
H -0.20553 -0.71972 0.88927
H -0.05188 2.50097 -1.05524
C -4.00254 -0.19259 2.12686
C -3.70074 1.10321 1.40327
H -3.08740 -0.57582 2.59160
H -4.60416 -0.07022 3.02984
H -4.31822 -0.98110 1.44771
H -3.97381 1.98520 1.95873
H -4.25896 1.24164 0.47697
H -2.64288 1.24870 1.20269
```

<S²>: 0.76
lowest unoccupied orbital energy (alpha / beta): 3.46 / 3.42 eV
highest occupied orbital energy (alpha / beta): 0.9 / -3.3 eV
total charge: -1
gap between HOMO and LUMO (alpha / beta): 2.54 / 6.68 eV
multiplicity: 2

9.
C9H14 | ωB97M-V/def2-TZVPD

```
23
Properties=species:S:1:pos:R:3
C 0.56813 2.28796 -0.82398
C 0.68640 3.31156 0.31930
H 1.43109 1.62971 -0.83740
H -0.38213 1.75922 -0.80815
H 0.67018 2.82209 -1.77471
H 1.64619 3.79242 0.04008
H 0.05028 4.19364 0.36201
H 0.82990 2.87915 1.30171
C -1.34874 -2.26711 -1.65331
C 0.69259 -1.27714 -0.50820
C -0.70754 -1.48392 -0.51466
C 1.27014 -0.79794 0.65765
C -1.43896 -1.60365 0.74568
C 0.59963 -0.83375 1.89112
C -0.71037 -1.28353 1.88868
H 1.26158 -1.32680 -1.42717
H 2.24879 -0.35679 0.45812
H -2.42787 -2.09382 -1.74208
H -1.30319 -3.30060 -1.26952
H -2.48466 -1.84419 0.75716
H 1.15209 -0.65149 2.80337
H -1.29069 -1.36710 2.81227
H -1.01282 -2.18793 -2.67798
```

<S²>: 0.76
lowest unoccupied orbital energy (alpha / beta): 3.91 / 3.79 eV
highest occupied orbital energy (alpha / beta): 0.9 / -3.5 eV
total charge: -1
gap between HOMO and LUMO (alpha / beta): 3.05 / 7.32 eV
multiplicity: 2

10.
C9H14 | ωB97M-V/def2-TZVPD

```
23
Properties=species:S:1:pos:R:3
C 2.95683 0.36970 -1.53101
C 0.26047 -1.14284 0.69524
C 1.13160 -0.99998 -0.36500
C 0.27153 -0.09260 1.68054
C 2.03618 0.04845 -0.43691
C 1.06941 1.04247 1.49409
C 1.97424 1.14081 0.44823
H -0.35169 -1.97763 0.88059
H 1.24414 -1.65199 -1.21949
H -0.39163 -0.21261 2.44636
H 0.99946 1.79984 2.23804
H 3.96045 0.65712 -1.31949
H 2.50581 1.13679 -2.18742
H 2.55068 2.06490 0.22922
H 3.21065 -0.49069 -2.22721
C -2.55840 -0.20750 -0.77227
C -3.32381 -0.22716 0.50071
H -3.06951 0.09952 -1.58599
H -1.76924 0.48823 -0.62570
H -2.05903 -1.13811 -0.98891
H -3.87475 0.65587 0.73904
H -4.09688 -0.99705 0.49823
H -2.67651 -0.36555 1.40911
```

<S²>: 0.76
lowest unoccupied orbital energy (alpha / beta): 3.96 / 3.88 eV
highest occupied orbital energy (alpha / beta): 1.1 / -3.5 eV
total charge: -1
gap between HOMO and LUMO (alpha / beta): 2.89 / 7.39 eV
multiplicity: 2

Table of relative energy (zero: lowest compared OMol25 entry of this formula, charge and spin) (eV), in record order: 1.605, 0.093, 0.000, 3.491, 2.103, 0.059, 2.504, 0.509, 0.810, 0.933
Table of max |F| (eV Å⁻¹), in record order: 5.05, 4.15, 4.05, 6.66, 1.76, 4.42, 4.18, 1.34, 2.35, 3.76